No. 1
{
  "formula": "C8H18ClN2O2S",
  "method": "the ωB97M-V functional and the def2-TZVPD basis",
  "orbital_gap_ev": 9.1893,
  "charge": 1,
  "elements": ["Cl", "S", "O", "O", "N", "N", "C", "C", "C", "C", "C", "C", "C", "C", "H", "H", "H", "H", "H", "H", "H", "H", "H", "H", "H", "H", "H", "H", "H", "H", "H", "H"],
  "coordinates": [[4.10127, -0.79094, 1.40871], [2.82424, 0.73371, 0.98119], [3.54571, 1.95285, 1.13622], [1.62541, 0.48766, 1.73276], [-2.57712, 0.09162, 1.72284], [-0.44508, 0.12055, -0.31388], [1.98870, -0.93635, -1.08492], [-1.13289, 1.32759, 0.10696], [-0.30692, 0.00186, -1.75785], [-2.41009, -0.99925, 0.67938], [0.85754, -0.93245, -2.12008], [-0.92703, -1.07820, 0.35794], [2.51702, 0.45808, -0.74780], [-1.58203, 1.23183, 1.54774], [2.81135, -1.54989, -1.45271], [3.44310, 0.72009, -1.25828], [-0.36507, -1.24285, 1.28594], [-2.45176, -0.32080, 2.64789], [-1.98753, 1.58576, -0.54107], [1.24757, -0.64059, -3.09836], [-0.74776, 1.03674, 2.22000], [-1.23891, -0.32103, -2.24995], [0.50114, -1.95882, -2.24191], [-2.08144, 2.14904, 1.85191], [-0.43993, 2.17549, 0.06765], [-0.09715, 1.00763, -2.13389], [1.64223, -1.41439, -0.16690], [-2.79851, -1.92318, 1.10588], [-3.01925, -0.71722, -0.17849], [1.77326, 1.23558, -0.94140], [-3.52802, 0.46066, 1.70299], [-0.74204, -1.95078, -0.26850]],
  "forces_ev_per_a": [[-0.021, -0.006, 0.015], [0.101, 0.003, 0.024], [-0.184, -0.092, 0.031], [0.161, 0.031, 0.025], [-0.077, 0.000, 0.005], [-0.421, -0.161, 0.121], [0.010, -0.043, 0.061], [0.173, 0.082, -0.002], [0.225, 0.103, 0.046], [0.016, 0.004, 0.159], [0.023, -0.037, -0.106], [0.059, 0.033, -0.154], [-0.116, 0.063, -0.045], [-0.032, 0.053, 0.090], [-0.031, 0.003, 0.006], [-0.025, 0.003, 0.027], [0.003, 0.006, -0.009], [0.021, 0.067, -0.017], [-0.021, -0.048, 0.050], [-0.056, -0.015, 0.013], [0.049, -0.022, -0.144], [0.069, 0.006, -0.009], [0.039, 0.030, 0.029], [0.015, -0.037, 0.069], [-0.088, 0.004, -0.091], [-0.033, -0.043, 0.008], [0.003, 0.016, -0.025], [-0.019, 0.047, -0.024], [0.094, -0.015, -0.018], [0.112, 0.017, -0.083], [0.014, -0.068, -0.052], [-0.065, 0.020, -0.001]]
}

No. 2
{
  "formula": "C3H4O3",
  "method": "the ωB97M-V functional and the def2-TZVPD basis",
  "orbital_gap_ev": 9.7197,
  "elements": ["O", "O", "O", "C", "C", "C", "H", "H", "H", "H"],
  "coordinates": [[2.03845, -0.09191, -0.16927], [-0.50706, 0.67032, 1.95502], [0.61199, 1.19284, 1.44377], [-0.52810, -0.05699, -0.21640], [-1.20317, 0.10677, 0.93662], [0.84033, 0.61124, -0.06430], [1.82136, -1.10129, -0.24697], [1.12995, 1.62425, -0.36985], [-0.91008, -0.51449, -1.10863], [-2.11446, -0.47280, 1.18363]],
  "forces_ev_per_a": [[-1.945, -2.954, -0.430], [-3.512, -1.504, 0.585], [2.756, 0.132, -2.544], [1.192, 1.529, 0.501], [0.580, -1.682, 0.024], [0.444, 1.343, 2.382], [0.601, 2.631, 0.466], [-0.673, -0.444, -1.054], [0.034, -0.077, -0.089], [0.524, 1.026, 0.159]]
}

No. 3
{
  "formula": "C45H33Br6F5O19",
  "method": "the ωB97M-V functional and the def2-TZVPD basis",
  "orbital_gap_ev": 8.3525,
  "elements": ["Br", "Br", "Br", "Br", "Br", "Br", "F", "F", "F", "F", "F", "O", "O", "O", "O", "O", "O", "O", "O", "O", "O", "O", "O", "O", "O", "O", "O", "O", "O", "O", "C", "C", "C", "C", "C", "C", "C", "C", "C", "C", "C", "C", "C", "C", "C", "C", "C", "C", "C", "C", "C", "C", "C", "C", "C", "C", "C", "C", "C", "C", "C", "C", "C", "C", "C", "C", "C", "C", "C", "C", "C", "C", "C", "C", "C", "H", "H", "H", "H", "H", "H", "H", "H", "H", "H", "H", "H", "H", "H", "H", "H", "H", "H", "H", "H", "H", "H", "H", "H", "H", "H", "H", "H", "H", "H", "H", "H", "H"],
  "coordinates": [[1.47787, 0.63115, -7.24054], [3.23822, 4.35746, -0.30200], [6.19971, 3.90245, -1.65670], [3.90505, 1.68719, -2.30782], [1.70036, -2.19766, -5.25193], [-1.12351, -0.64459, -5.42088], [-0.52277, 1.31883, 2.83586], [-3.73097, -3.88523, -4.29980], [3.86124, -5.08641, 0.34114], [1.10650, 0.81944, -2.97337], [6.77787, -1.28851, 3.07685], [4.28474, -2.02104, 1.87711], [3.60627, -0.56835, 0.33400], [2.87061, 1.86216, 2.39458], [-2.26303, -0.92169, -1.61432], [0.39808, 5.13619, 1.17623], [0.88816, -3.04221, 1.43443], [3.53729, 1.00700, 4.48260], [3.50973, -3.42890, -1.11506], [1.47357, 0.92956, 3.74506], [4.92820, -4.52079, -2.41328], [-4.63548, 7.42075, 1.13640], [-4.88450, 0.30236, -4.87588], [-5.27408, -1.27334, -3.29234], [5.10153, -0.04202, 1.96479], [-3.94811, -1.70192, -4.84509], [-3.80244, -4.72186, -0.78100], [-0.45311, 0.48570, -1.35181], [4.73888, -2.14341, -2.54905], [-0.14740, -1.57832, -1.92617], [-4.65615, -0.81079, -4.34432], [-1.64943, -5.32524, -0.02399], [3.27656, -4.79264, -0.80944], [4.28167, -0.82812, 1.33597], [-0.79497, -7.57888, -0.05661], [0.06938, 7.95292, 2.22721], [-1.48872, -1.53663, 2.03257], [0.90626, 0.46959, -1.63610], [0.67204, 1.86263, 3.05325], [4.37890, -3.21603, -2.07898], [-1.01020, 7.14142, 1.84943], [-3.16710, 5.56369, 0.73450], [-2.68025, 3.01642, -0.31185], [-3.52133, 6.91610, 1.28782], [-3.79502, -2.24280, 0.72141], [-1.79494, -6.65428, -0.31207], [4.57515, -1.76159, 3.26161], [2.75563, 1.34432, 3.64128], [0.56776, -1.03010, -6.45502], [-4.18154, 4.74791, 0.17895], [-1.88883, 5.00289, 0.80056], [-0.73740, 5.76099, 1.34252], [-0.23269, -3.47319, 1.04719], [-1.37831, 9.73627, 2.78720], [1.11846, -1.09063, -1.62836], [-2.69920, -3.01159, 0.57704], [4.51537, 3.02290, -0.91091], [-1.05820, -0.66045, -1.56756], [-3.65529, -2.60277, -3.82104], [4.08288, -5.53741, -1.88446], [-1.43842, -2.60623, 1.14906], [-0.14035, 9.27965, 2.73522], [5.59623, -0.68575, 3.15356], [1.60787, 2.03452, 1.86934], [0.56678, -5.82478, 0.92600], [-3.82049, -1.20149, 1.66216], [-0.42773, -4.88062, 0.62632], [-2.43490, 8.98322, 2.37906], [-1.65519, 3.70822, 0.35218], [0.41759, -7.21524, 0.59089], [-2.69324, -0.83748, 2.35942], [-4.83223, -2.46952, -2.91402], [-2.81845, -4.38013, -0.16350], [-2.26624, 7.66946, 1.91148], [-3.95312, 3.54638, -0.34081], [-4.79356, -2.55272, 0.45075], [1.38861, 1.25759, 1.13694], [-3.41052, 9.41739, 2.21768], [-4.60057, -2.39061, -1.85185], [4.81777, -6.20159, -1.42962], [-5.23314, 4.99230, 0.20739], [0.76581, 9.76904, 3.06045], [-2.43562, 2.04774, -0.72198], [-0.75487, 3.16320, 0.59461], [3.68951, -1.37751, 3.76779], [1.10198, 7.63993, 2.27379], [0.41258, 2.73137, 3.65829], [-4.86656, 3.10715, -0.71379], [1.37042, -1.46069, -0.63455], [2.26901, -5.20033, -0.89157], [1.45895, 2.99163, 1.36948], [-2.64665, -2.46146, -3.43273], [1.52725, 1.01641, -0.92654], [5.54037, -0.12988, 4.08950], [-0.63053, -1.23014, 2.61220], [1.30914, -7.81646, 0.69121], [-2.72066, -6.96643, -0.77253], [4.85268, 2.32980, -0.14025], [0.20555, -1.68969, -7.24359], [-2.83949, 0.00086, 3.02440], [-0.94960, -8.61740, -0.30953], [1.48651, -5.51907, 1.40248], [-5.68562, -3.13413, -3.04865], [-4.73917, -0.66029, 1.83402], [5.04150, -2.59303, 3.79013], [-1.53758, 10.78222, 3.00404], [3.46186, -6.07382, -2.60190], [1.80774, -1.47034, -2.38256]],
  "forces_ev_per_a": [[-0.969, -1.954, 1.048], [0.572, -0.903, -0.459], [-1.349, -0.568, 0.714], [0.294, 1.402, 0.941], [-0.474, 1.134, -1.133], [1.396, 0.166, -0.963], [-0.730, -0.862, -0.946], [0.625, -0.172, -0.724], [-0.041, 0.130, 2.052], [-0.433, 0.680, 1.172], [1.741, 0.338, -1.126], [-0.715, -1.590, 1.366], [1.765, 0.235, 2.385], [2.358, 0.746, 1.506], [2.673, 1.505, 0.608], [-3.599, 3.616, 1.601], [-2.655, -1.201, -1.186], [0.537, 1.199, -1.154], [-2.264, 0.224, 1.104], [-1.177, 0.339, 1.880], [-0.975, 2.507, -0.929], [2.243, -0.772, 0.738], [0.874, -3.309, 1.952], [-2.715, 4.839, 0.926], [2.460, 2.498, 1.396], [4.161, -3.312, -2.230], [0.099, 0.431, 0.297], [-0.981, 2.638, 1.063], [-1.254, -3.464, 1.405], [-1.475, -0.420, 0.113], [-4.429, 7.571, -1.808], [1.481, 1.553, 1.723], [1.336, -1.097, -2.629], [-2.594, -0.670, -4.374], [1.653, -0.325, 0.932], [-0.181, 1.421, 1.275], [-0.333, 1.082, 1.077], [0.823, -3.491, -1.571], [0.752, -0.021, 0.252], [2.820, -0.037, -1.961], [3.037, -0.794, 0.075], [-1.126, -0.635, -0.185], [1.215, -0.350, 0.524], [0.424, 0.928, -0.392], [-1.822, 0.462, 1.788], [-0.213, -0.378, -0.401], [-0.025, -0.751, 0.334], [-0.643, -2.243, -0.187], [-0.289, 0.286, 1.083], [-0.512, 2.765, 1.536], [-0.065, 0.567, 0.626], [3.191, -2.853, -1.581], [2.366, 1.510, 1.349], [-1.857, 2.567, 0.164], [1.542, 0.694, 0.779], [1.983, -1.892, -1.055], [1.006, -0.457, -1.463], [-2.530, -2.625, -2.012], [0.300, -3.246, 0.004], [1.255, 0.647, 0.324], [-1.803, -0.367, 0.223], [3.234, -3.825, -0.879], [-2.352, -0.575, 1.108], [-2.560, 0.869, -1.583], [-0.527, -1.213, -0.617], [0.306, 0.272, -0.466], [-0.783, -1.240, -0.565], [-1.268, -1.517, -1.352], [-1.375, -0.894, -0.569], [-1.285, 2.616, -0.929], [0.228, -0.900, -1.577], [0.300, -1.261, 2.236], [0.530, 0.775, 0.102], [-3.211, 0.678, -0.369], [0.014, -1.401, -0.923], [0.173, -0.348, -0.842], [0.041, -0.309, 0.093], [-0.178, 0.027, 0.404], [0.336, -0.510, -0.098], [-0.579, -0.446, 0.205], [0.102, 0.926, 0.125], [-0.251, 0.533, -0.013], [-0.217, -0.163, 0.007], [0.243, 0.428, -0.398], [-0.123, -0.329, -0.006], [-0.110, -0.620, -0.440], [0.769, 0.359, 0.080], [0.471, -0.880, -0.401], [0.458, 0.147, 0.043], [-0.464, 1.236, 0.723], [0.485, 0.095, 0.208], [-0.186, 0.229, 0.071], [-0.345, 0.327, -0.479], [0.345, 1.120, -0.783], [0.433, -0.237, -0.290], [-0.386, -0.555, 0.230], [-0.080, -0.093, -0.021], [-0.209, 0.632, 0.226], [0.473, 0.425, -0.044], [0.854, -0.126, 0.352], [-0.060, -0.061, -0.142], [-0.023, 0.274, 0.082], [0.670, -0.907, -0.222], [-0.168, -0.073, -0.008], [-0.509, -0.295, -0.365], [-0.203, 0.089, 0.400], [0.116, 0.362, -0.367], [0.121, 0.436, 0.189]]
}

The following LUMO energy values (in eV) correspond, in order, to the records above: -3.27 0.72 -1.49.
The following M values (in g/mol) correspond, in order, to the records above: 241.76 88.06 1452.15.
The following total energy values (in Eh) correspond, in order, to the records above: -1433.739653 -342.272858 -19107.481334.